Entry 1:
The following is a DFT calculation (the ωB97M-V functional and the def2-TZVPD basis) of an isolated molecule of C4H8.

```
12
Properties=species:S:1:pos:R:3:forces:R:3
H -0.419329 -0.857584 2.432697 0.2 -0.6 -0.5
H -0.936816 -1.266882 -0.060701 -0.4 0.5 0.6
H 0.350808 1.243643 -2.726236 0.1 0.2 0.1
H -0.943510 1.228123 -0.576323 0.3 0.3 -0.3
H 0.680792 -1.298056 0.075544 0.4 0.6 -0.1
C -0.171759 0.497026 -0.817051 0.1 0.4 0.3
H 1.117502 -0.346841 -2.206590 0.5 0.3 0.1
H -0.788962 0.701507 1.959428 -0.3 0.0 -0.9
C -0.127500 -0.566406 0.224860 -0.2 -2.0 -0.8
C -0.138918 -0.136165 1.661689 0.0 1.3 1.6
C 0.543879 0.533883 -1.935684 -0.8 -0.7 -0.1
H 0.833816 0.267749 1.968363 0.1 -0.3 -0.2
```
Positions in Å, forces in eV/Å.

Computed properties:
Relative energy (zero: lowest compared OMol25 entry of this formula, charge and spin)   12.4 kcal per mole
SMILES   C=CCC
E_LUMO   1.27 eV
HOMO   -9.57 eV
Total charge   0
DFT total energy   -4276.6538 eV
Frontier orbital gap   10.835 eV

These are the Löwdin partial charges, in e, on atoms 1 to 5:
1. H 0.07
2. H 0.12
3. H 0.05
4. H 0.10
5. H 0.11

---

Entry 2:
The following is a DFT calculation (the ωB97M-V functional and the def2-TZVPD basis) of a 2-piece molecular cluster, C5H14 overall.

```
19
Properties=species:S:1:pos:R:3:forces:R:3
C -0.847907 -1.275980 -0.857607 3.6 2.1 1.0
H -0.037310 -0.449863 -1.071481 -1.2 -1.4 0.5
H 1.065463 2.244307 3.067779 1.0 0.1 -1.6
H 1.054545 0.789489 2.193564 -0.5 0.3 -0.8
C -2.110624 -0.519542 -0.526662 -3.7 -6.8 -3.1
C -0.873774 -2.239366 -2.032060 -0.1 -2.4 1.9
C 1.208055 1.864971 1.991331 -1.0 0.4 0.5
H 2.700494 1.474114 0.347836 -0.5 0.2 0.2
H -2.753125 -1.285152 0.058828 0.9 1.8 0.1
H -1.480164 -3.096044 -1.381803 0.8 1.4 -3.0
H 3.277612 1.697087 2.024263 0.1 0.9 -1.1
H -1.357575 -1.722479 -2.943880 0.7 -1.5 1.4
H -2.834128 -0.521935 -1.436134 1.5 0.8 1.0
H 0.191856 -2.746678 -2.231532 -2.4 1.4 0.2
C 2.550937 2.074872 1.254152 0.1 0.8 1.8
H 2.615666 3.186241 0.999771 0.6 -1.6 0.4
H 0.428494 2.420669 1.407160 0.1 -1.2 0.5
H -1.929018 0.373202 -0.144372 0.3 3.8 2.0
H -0.502927 -1.792678 0.135088 -0.3 0.8 -1.9
```
Positions in Å, forces in eV/Å.

Computed properties:
Relative energy (zero: lowest compared OMol25 entry of this formula, charge and spin)   51.5 kcal per mole
SMILES   CCC.CC
E_LUMO   1.04 eV
HOMO   -10.49 eV
Total charge   0
DFT total energy   -5409.8180 eV
Frontier orbital gap   11.536 eV

These are the Löwdin partial charges, in e, on atoms 1 to 5:
1. C -0.43
2. H 0.11
3. H 0.08
4. H 0.05
5. C -0.14

---

Entry 3:
The following is a DFT calculation (the ωB97M-V functional and the def2-TZVPD basis) of an isolated ion of composition C3HBrNOS2 and charge -1.

```
9
Properties=species:S:1:pos:R:3:forces:R:3
S -0.381156 -2.428651 0.768865 -0.4 -1.0 0.5
C 0.882025 -0.029566 -2.241199 0.9 -4.1 0.9
O 0.750584 0.712848 -1.156869 -0.3 0.3 -0.1
C 0.222930 -1.459116 -0.427448 0.4 1.8 -0.1
Br 0.831954 -3.111912 -2.784182 -0.1 0.0 0.0
C 0.698066 -1.616142 -1.722537 -0.4 5.5 0.0
H -0.309120 0.519828 0.421565 -0.6 -0.8 0.2
N 0.404615 -0.052555 -0.001540 1.0 -1.3 -1.7
S 1.422559 0.655867 -3.652085 -0.4 -0.5 0.3
```
Positions in Å, forces in eV/Å.

Computed properties:
Relative energy (zero: lowest compared OMol25 entry of this formula, charge and spin)   0.0 kcal per mole
SMILES   S=c1o[nH]c([S-])c1Br
E_LUMO   3.26 eV
HOMO   -3.82 eV
Total charge   -1
DFT total energy   -98377.2116 eV
Frontier orbital gap   7.078 eV

These are the Löwdin partial charges, in e, on atoms 1 to 5:
1. S 0.43
2. C -0.85
3. O -0.15
4. C -0.97
5. Br 0.68

---

Entry 4:
The following is a DFT calculation (the ωB97M-V functional and the def2-TZVPD basis) of a 2-piece molecular cluster, C12H20O overall.

```
33
Properties=species:S:1:pos:R:3:forces:R:3
C 1.093578 4.398554 -0.626955 0.0 -0.9 -1.1
C -1.235968 -4.759131 2.169118 0.5 -0.3 -0.4
C -1.672913 -1.601314 -1.479691 0.6 -0.8 0.0
H -1.481051 -1.493926 -2.543019 -0.3 0.2 0.1
C -0.365900 -3.798506 1.327507 -0.3 -0.1 1.2
H -0.680065 -5.299544 2.946287 0.0 0.4 -0.1
H 0.272462 -4.364854 0.655534 0.0 0.0 -0.2
H 2.756752 2.887446 -2.428571 0.1 -0.1 -0.7
H 2.483096 1.358179 -1.509880 0.6 0.2 0.0
H -3.577614 0.842104 -0.872638 0.2 -0.5 -0.4
H -0.322063 -3.285386 -1.270726 0.1 0.3 -0.1
C -1.163013 -2.744689 0.597585 0.5 -0.5 -0.2
H 0.160507 4.020081 -1.062411 -0.1 -0.1 0.5
H -2.171854 -2.073651 2.342538 -0.2 0.3 -0.2
H -3.404669 -0.266939 1.101873 -0.1 0.0 0.0
H -2.076634 -4.239996 2.607049 -0.1 0.1 0.2
H 3.824518 3.014559 0.866023 -0.1 -0.2 0.0
C 2.137801 2.372241 -1.716222 -0.6 -0.1 1.2
H 0.893136 4.911671 0.302398 0.0 0.4 0.0
H 1.633778 2.584348 0.317071 -0.3 -0.2 0.4
H 3.502479 4.673786 0.469571 -0.5 0.0 0.1
H -1.616367 -5.540504 1.531704 -0.5 -0.2 -0.3
H 1.117172 2.200634 -2.053470 0.0 0.3 -0.5
C -2.738440 -0.937913 0.575695 -0.2 -0.3 0.3
O -3.206202 0.188972 -1.493964 -0.3 0.2 0.3
H 4.209379 3.661345 -0.699473 -0.4 -0.2 0.0
C 3.427505 3.654495 0.079441 1.3 0.4 -0.2
H 1.444291 5.022416 -1.448842 0.3 0.6 0.4
C -2.578331 -0.817797 -0.794960 0.2 1.1 -0.2
C -2.061446 -1.924442 1.269460 0.4 -0.1 0.0
C 2.063700 3.225641 -0.435703 -0.3 -0.1 -0.1
H 0.290694 -3.302422 2.042621 0.2 0.2 -0.1
C -0.958317 -2.565459 -0.764949 -0.8 -0.1 0.0
```
Positions in Å, forces in eV/Å.

Computed properties:
Relative energy (zero: lowest compared OMol25 entry of this formula, charge and spin)   12.8 kcal per mole
SMILES   CCc1ccc(O)cc1.CC(C)C
E_LUMO   0.71 eV
HOMO   -8.44 eV
Total charge   0
DFT total energy   -14815.6572 eV
Frontier orbital gap   9.149 eV

These are the Löwdin partial charges, in e, on atoms 1 to 5:
1. C -0.09
2. C -0.10
3. C -0.01
4. H 0.12
5. C -0.20

---

Entry 5:
The following is a DFT calculation (the ωB97M-V functional and the def2-TZVPD basis) of an isolated molecule of C10H12SSi.

```
24
Properties=species:S:1:pos:R:3:forces:R:3
C 0.884217 3.170078 -1.212334 0.4 -1.5 -0.2
C -1.459818 0.250368 0.960899 1.9 1.2 -0.2
H -1.397198 0.563739 -2.837578 1.1 -1.5 0.1
C 0.492807 -1.224629 1.497841 -2.0 1.6 -1.5
H 0.319470 3.847143 -0.597418 -0.5 0.0 0.0
H 3.069387 -0.094638 -1.041935 -1.2 -0.7 -0.5
H -0.444518 -0.942509 -3.424989 0.2 -0.2 -0.6
C -0.167371 -0.283775 0.607714 0.2 -1.3 0.2
H 1.781486 3.558779 -1.646334 0.7 0.4 -0.4
H -2.815050 0.429160 2.548028 -2.4 1.2 0.9
C -0.139011 -1.583285 2.694183 1.0 -1.5 0.0
C 2.186253 -0.764378 -1.300049 0.5 1.2 2.3
C -1.352226 -1.023676 3.000782 -1.0 0.6 1.1
H 2.268733 -1.137342 -2.269550 0.6 -1.0 -1.5
C -0.835325 -0.411855 -2.583876 -0.9 1.5 2.1
C -2.010181 -0.077403 2.190102 2.7 -2.3 -0.2
H 0.222121 -2.408360 3.388126 0.0 1.3 -1.1
S -2.041213 1.668898 0.087995 1.1 -0.4 -0.8
H -1.721848 -1.281378 4.020316 -0.2 0.3 -1.0
H 2.159970 -1.546009 -0.505407 0.2 0.2 -1.1
H -1.627947 -1.027076 -2.070671 0.9 0.4 -0.5
C 0.719026 1.888797 -1.390933 -1.8 1.6 1.6
Si 0.506579 0.053718 -1.211357 -2.0 -0.7 0.8
H 1.401657 -1.624365 1.096445 0.4 -0.4 0.6
```
Positions in Å, forces in eV/Å.

Computed properties:
Relative energy (zero: lowest compared OMol25 entry of this formula, charge and spin)   64.7 kcal per mole
E_LUMO   -1.98 eV
HOMO   -7.36 eV
Total charge   0
DFT total energy   -29273.5550 eV
Frontier orbital gap   5.383 eV

These are the Löwdin partial charges, in e, on atoms 1 to 5:
1. C -0.02
2. C -0.71
3. H 0.04
4. C -0.09
5. H 0.07

---

Entry 6:
The following is a DFT calculation (the ωB97M-V functional and the def2-TZVPD basis) of a 2-piece molecular cluster, C2H8S3 overall.

```
13
Properties=species:S:1:pos:R:3:forces:R:3
C 1.232183 0.909463 -0.143310 -0.4 0.5 0.1
H 1.860694 1.766479 0.073915 0.6 -0.2 -0.1
S 0.330786 1.288920 -1.659618 0.2 0.0 -0.3
C -1.478689 -1.495368 1.414679 0.8 0.2 -0.5
H 1.732529 -0.037815 -0.251887 0.4 -0.1 0.1
H 0.577284 0.885749 0.723721 -0.5 -0.2 -0.2
H -0.780363 -2.336789 1.418819 -0.6 -0.3 0.4
H -2.048917 -1.360527 2.321632 0.1 -0.2 0.2
H -2.878687 -0.424610 -0.228081 0.0 0.0 0.1
H 2.747158 1.870717 -1.963762 0.3 0.2 -0.3
H -0.780957 -0.674374 1.267742 -0.3 0.3 0.0
S -2.534834 -1.702952 -0.032840 -0.1 -0.2 -0.2
S 2.021814 1.311106 -2.941009 -0.6 -0.1 0.6
```
Positions in Å, forces in eV/Å.

Computed properties:
Relative energy (zero: lowest compared OMol25 entry of this formula, charge and spin)   12.9 kcal per mole
SMILES   CSS.CS
E_LUMO   0.37 eV
HOMO   -8.52 eV
Total charge   0
DFT total energy   -34708.8380 eV
Frontier orbital gap   8.883 eV

These are the Löwdin partial charges, in e, on atoms 1 to 5:
1. C -0.52
2. H 0.02
3. S 0.35
4. C -0.49
5. H 0.03